1.
80
Properties=species:S:1:pos:R:3:forces:R:3:mulliken_charge:R:1 method="wB97M-V/def2-TZVPD" spin_multiplicity=4 lumo_ev="-5.723 / -5.698" homo_lumo_gap_ev="6.66 / 6.70" e_tot_ha=-2575.27913 de_lowest_kcal_mol=1.1 total_charge=+2
Nd -0.229 -0.181 0.445 -0.16 -0.40 0.55 0.654
C 0.451 -2.031 2.737 0.04 -0.06 -0.27 -1.076
Si -0.050 -0.528 3.779 -0.10 0.28 0.07 -0.211
C 1.432 0.039 4.750 0.09 -0.05 0.06 -1.007
C -1.408 -1.076 4.922 -0.04 -0.05 0.06 -1.079
N -0.561 0.590 2.553 0.06 0.14 -0.42 0.672
C -0.936 1.926 2.723 0.05 0.03 0.21 0.351
C -1.028 2.598 3.944 -0.04 -0.02 0.05 -0.321
C -1.359 3.944 4.009 0.02 -0.02 -0.03 -1.107
C -1.600 4.671 2.854 -0.02 0.02 -0.03 -0.782
C -1.527 4.039 1.618 -0.04 0.00 0.15 -0.841
C -1.220 2.699 1.595 0.00 0.06 -0.24 0.636
O -1.108 1.983 0.356 -0.03 0.32 0.10 0.272
C -1.685 2.547 -0.805 0.02 -0.11 0.31 -0.073
C -0.846 3.005 -1.799 -0.07 0.05 -0.08 -0.151
C -1.423 3.508 -2.960 -0.04 0.00 0.01 -0.816
C -2.805 3.551 -3.089 0.02 -0.01 0.00 -0.552
C -3.623 3.095 -2.061 -0.02 -0.01 -0.03 -0.865
C -3.064 2.582 -0.899 0.01 0.02 -0.17 0.126
H 1.017 -2.743 3.339 -0.06 0.02 0.08 0.577
H 1.137 -1.814 1.900 0.13 -0.09 0.04 0.431
H -0.418 -2.571 2.345 0.02 -0.03 -0.02 -0.017
H 1.799 -0.784 5.369 0.01 0.02 0.01 0.411
H 1.198 0.865 5.422 -0.03 0.01 0.00 0.355
H 2.259 0.365 4.115 0.00 -0.01 -0.01 0.303
H -1.054 -1.874 5.580 -0.02 0.00 0.00 0.386
H -2.272 -1.451 4.369 0.00 -0.01 0.00 0.266
H -1.755 -0.262 5.560 0.00 0.02 -0.01 0.354
H -0.839 2.055 4.862 0.01 -0.01 -0.01 0.319
H -1.422 4.426 4.975 0.00 0.01 0.00 0.423
H -1.845 5.722 2.904 0.00 0.00 0.01 0.424
H -1.711 4.586 0.704 0.00 -0.01 -0.01 0.500
H 0.228 2.984 -1.664 0.00 -0.01 0.03 0.532
H -0.791 3.883 -3.754 0.00 0.00 0.00 0.489
H -3.250 3.957 -3.987 0.01 0.00 0.00 0.461
H -4.699 3.147 -2.159 0.00 0.00 -0.01 0.442
H -3.678 2.245 -0.074 0.01 0.00 0.01 0.555
O 2.743 -0.868 -6.221 0.00 -0.01 -0.03 -0.490
C 1.347 -0.749 -6.101 0.03 0.02 0.02 -0.563
C 1.002 -0.546 -4.653 -0.01 -0.01 -0.07 0.335
C -0.327 -0.435 -4.253 -0.01 0.04 0.04 -1.199
C -0.598 -0.235 -2.918 0.06 -0.05 -0.04 -0.498
N 0.359 -0.148 -1.986 0.09 0.07 -0.26 0.112
C 1.643 -0.245 -2.364 0.10 0.09 0.03 0.170
C 1.996 -0.447 -3.690 0.00 -0.03 0.09 -0.609
C 2.664 -0.044 -1.286 -0.06 0.00 -0.11 0.465
C 4.021 -0.022 -1.555 -0.05 0.02 0.07 -0.797
C 4.919 0.285 -0.540 0.03 -0.01 -0.01 0.683
C 6.398 0.371 -0.832 0.03 0.00 -0.04 -0.921
O 6.750 -0.294 -2.022 -0.04 -0.01 0.04 -0.506
C 4.416 0.561 0.725 -0.04 0.03 0.07 -1.054
C 3.054 0.491 0.931 0.07 -0.06 -0.08 -0.208
N 2.188 0.182 -0.044 0.12 0.01 -0.07 0.135
H 2.982 -0.973 -7.147 0.00 0.00 0.02 0.329
H 0.828 -1.644 -6.464 0.00 0.00 0.01 0.359
H 0.962 0.108 -6.666 -0.01 -0.01 -0.01 0.355
H -1.138 -0.490 -4.966 0.01 -0.01 -0.02 0.488
H -1.623 -0.129 -2.575 0.01 -0.01 0.01 0.556
H 3.026 -0.523 -3.997 0.00 0.00 -0.03 0.747
H 4.407 -0.225 -2.542 0.03 0.01 -0.01 0.763
H 6.969 0.018 0.030 -0.01 -0.02 0.00 0.455
H 6.648 1.427 -0.965 0.01 0.01 0.02 0.281
H 7.051 -1.185 -1.820 0.03 0.02 -0.02 0.311
H 5.068 0.821 1.549 0.02 0.00 -0.01 0.487
H 2.628 0.693 1.907 -0.01 -0.02 0.00 0.281
C -1.167 -4.583 -0.130 -0.08 0.02 0.00 -1.023
N -2.443 -3.996 0.291 -0.08 -0.05 0.04 0.200
C -3.501 -4.921 0.733 0.10 0.05 -0.04 -1.126
C -2.601 -2.692 0.296 0.10 0.08 -0.04 0.555
C -3.899 -2.054 0.677 -0.02 -0.03 0.03 -1.067
O -1.634 -1.925 -0.022 -0.26 -0.19 0.01 -0.248
H -1.369 -5.556 -0.568 0.03 0.00 -0.01 0.471
H -0.503 -4.707 0.726 0.01 -0.01 -0.01 0.330
H -0.696 -3.944 -0.870 0.02 0.00 0.01 0.263
H -3.067 -5.913 0.801 -0.02 -0.01 0.01 0.406
H -4.319 -4.943 0.015 -0.01 -0.02 0.01 0.340
H -3.871 -4.643 1.716 -0.02 -0.01 0.00 0.408
H -4.724 -2.746 0.801 0.01 0.00 -0.02 0.511
H -4.154 -1.325 -0.092 0.00 0.00 0.00 0.269
H -3.750 -1.509 1.612 -0.01 0.00 0.00 0.201


2.
68
Properties=species:S:1:pos:R:3:forces:R:3:mulliken_charge:R:1 method="wB97M-V/def2-TZVPD" lumo_ev=2.255 homo_lumo_gap_ev=6.54 e_tot_ha=-1828.92354 de_lowest_kcal_mol=0.0 total_charge=-1
Tl -0.142 -0.115 -1.306 0.05 0.01 -0.07 0.870
O -2.545 1.266 -0.155 0.10 -0.03 0.02 -0.409
C -2.294 1.686 1.190 -0.19 0.19 -0.08 2.230
C -1.355 0.641 1.872 0.02 0.13 0.33 -0.261
O -1.296 0.717 3.098 -0.01 -0.06 -0.10 -0.747
O -0.734 -0.145 1.106 0.18 -0.23 -0.10 -0.796
C -3.640 1.711 1.903 -0.03 0.04 0.02 -0.211
C -4.340 2.882 2.151 -0.03 0.04 -0.03 -0.240
C -5.616 2.846 2.709 0.00 -0.02 -0.01 -0.844
C -6.205 1.632 3.018 0.04 -0.02 -0.01 -0.394
C -5.513 0.452 2.763 -0.02 0.03 0.00 -0.802
C -4.246 0.492 2.210 0.04 -0.03 0.03 -0.339
C -1.545 3.013 1.211 0.07 -0.09 -0.02 -0.510
C -1.001 3.537 0.044 0.00 0.05 -0.02 -0.215
C -0.259 4.714 0.068 -0.03 -0.03 0.01 -0.987
C -0.047 5.378 1.263 -0.02 -0.01 0.02 -0.354
C -0.574 4.851 2.438 0.01 0.01 -0.01 -0.929
C -1.311 3.679 2.414 0.01 -0.04 0.03 -0.105
H -3.135 1.915 -0.556 -0.06 -0.02 0.02 0.478
H -3.891 3.839 1.914 0.00 0.00 0.01 0.405
H -6.145 3.772 2.900 0.00 0.00 0.00 0.376
H -7.195 1.602 3.456 0.00 -0.01 0.00 0.375
H -5.963 -0.504 3.001 0.00 -0.01 0.00 0.403
H -3.707 -0.430 2.020 -0.03 0.03 0.00 0.336
H -1.136 3.010 -0.891 0.00 -0.01 -0.01 0.437
H 0.164 5.098 -0.852 0.00 0.00 0.00 0.415
H 0.536 6.290 1.287 0.00 0.00 0.00 0.409
H -0.398 5.350 3.383 0.00 0.00 0.00 0.386
H -1.688 3.247 3.332 0.00 0.00 -0.01 0.524
C -2.419 -4.403 -0.929 0.03 -0.13 -0.02 -1.083
Te -1.940 -2.597 0.112 -0.08 0.23 0.03 0.322
C -0.164 -3.307 1.046 0.03 -0.02 0.03 -0.581
H -1.564 -5.074 -0.872 0.00 -0.03 -0.02 0.268
H -2.616 -4.175 -1.974 -0.01 -0.01 -0.01 0.321
H -3.289 -4.874 -0.481 0.00 -0.07 -0.02 0.322
H -0.063 -4.360 0.789 0.01 -0.01 0.02 0.432
H -0.262 -3.185 2.121 -0.01 0.01 -0.01 0.439
H 0.679 -2.735 0.665 -0.02 -0.02 -0.01 -0.329
C 3.929 -0.538 1.188 0.00 -0.04 -0.01 -1.664
C 3.616 0.510 0.117 -0.01 0.03 0.02 0.721
C 2.362 1.298 0.508 -0.05 0.00 0.00 -1.590
C 3.592 -0.107 -1.270 0.10 0.04 -0.04 0.597
C 4.521 0.329 -2.208 0.00 0.00 0.02 -0.734
C 4.649 -0.265 -3.456 -0.05 -0.03 0.05 -1.159
C 3.845 -1.360 -3.743 0.01 0.01 0.01 -0.857
C 2.899 -1.834 -2.842 0.02 0.02 -0.06 0.378
C 2.136 -3.098 -3.191 -0.01 -0.04 0.02 0.588
C 2.408 -4.217 -2.182 0.01 -0.01 0.02 -1.435
C 0.627 -2.910 -3.367 -0.01 0.01 -0.01 -0.999
C 2.711 -1.173 -1.598 0.02 -0.14 0.10 0.194
O 1.764 -1.546 -0.769 -0.13 0.14 -0.11 -0.066
H 3.961 -0.077 2.179 0.00 0.01 0.01 0.427
H 4.894 -1.014 0.997 0.00 0.00 -0.01 0.406
H 3.156 -1.307 1.188 0.01 0.03 0.01 0.118
H 4.449 1.222 0.102 -0.01 0.02 0.01 0.629
H 1.543 0.632 0.785 0.03 0.00 -0.02 0.032
H 2.034 1.958 -0.300 0.00 0.00 -0.01 0.347
H 2.563 1.924 1.381 0.01 0.00 0.00 0.552
H 5.176 1.154 -1.940 0.00 0.00 0.00 0.338
H 5.376 0.095 -4.173 0.00 0.00 0.00 0.344
H 3.960 -1.876 -4.692 0.00 0.00 0.00 0.324
H 2.532 -3.426 -4.158 0.00 0.01 -0.01 0.508
H 2.047 -3.921 -1.197 0.01 0.00 -0.02 0.089
H 3.478 -4.421 -2.107 0.01 0.00 -0.01 0.365
H 1.903 -5.140 -2.483 -0.01 -0.01 0.00 0.421
H 0.136 -2.821 -2.397 -0.01 0.02 0.02 -0.244
H 0.191 -3.770 -3.884 0.01 -0.01 0.02 0.501
H 0.403 -2.015 -3.952 0.00 0.00 -0.01 0.254


3.
46
Properties=species:S:1:pos:R:3:forces:R:3:mulliken_charge:R:1 method="wB97M-V/def2-TZVPD" lumo_ev=-0.886 homo_lumo_gap_ev=7.51 e_tot_ha=-2680.30104 total_charge=0
O -3.119 -2.590 -0.287 -4.23 -5.09 -0.13 -0.754
N -2.341 -1.708 -0.194 3.79 1.39 0.98 0.913
C -2.717 -0.503 -0.597 -1.62 4.92 -1.93 -0.690
C -1.832 0.562 -0.682 -0.61 0.18 0.20 -0.823
C -0.491 0.361 -0.311 0.23 0.13 0.40 0.384
C 0.505 1.383 -0.288 2.16 0.40 0.02 0.574
C 0.459 2.856 -0.793 -2.57 0.60 -0.77 0.062
C 0.681 3.934 0.096 0.91 -0.44 -0.71 -0.595
C 0.505 5.289 -0.264 1.59 0.58 3.74 -0.396
C -0.138 5.697 -1.340 -1.00 -1.69 -3.22 0.242
F -0.410 7.026 -1.494 0.06 -1.40 -0.42 -0.282
C -0.454 4.668 -2.313 -0.04 -0.44 0.05 -0.374
C -0.122 3.257 -2.105 0.10 2.52 2.79 0.236
Cl -0.573 2.034 -3.221 0.13 0.32 -0.38 -0.139
C 1.772 1.036 0.237 -2.98 -0.57 -1.28 -1.191
C 2.034 -0.288 0.601 -0.45 -1.00 1.54 0.537
C 3.331 -0.769 1.152 1.88 0.05 0.63 0.286
C 3.590 -2.096 1.558 1.39 -1.70 -0.18 -0.125
C 4.969 -2.521 1.788 -2.73 2.07 -0.23 -0.551
C 5.928 -1.511 1.815 1.06 -0.78 1.08 -0.229
N 5.692 -0.215 1.692 -2.03 0.93 -1.18 -0.634
C 4.432 0.124 1.305 -0.31 0.13 -1.08 -0.139
N 1.085 -1.208 0.651 1.09 -0.24 -0.09 -0.190
C -0.147 -0.946 0.229 0.33 3.36 -1.02 0.352
C -1.103 -1.920 0.326 -0.28 0.80 -1.12 -0.938
C -0.722 -3.134 0.976 -0.44 -2.84 -2.04 0.361
C -0.475 -4.397 0.259 -0.42 1.37 1.71 0.185
Cl -0.574 -4.531 -1.475 0.09 0.38 0.64 -0.199
C -0.244 -5.516 1.021 0.20 -1.18 0.89 -0.408
C -0.243 -5.542 2.447 -0.38 3.95 -1.10 -0.624
C -0.437 -4.291 3.108 -0.26 -1.31 -0.07 -0.719
C -0.697 -3.117 2.323 0.25 -2.09 2.76 1.002
Cl -1.158 -1.726 3.264 0.14 0.14 -0.31 -0.224
H -3.815 -0.359 -0.950 2.20 -0.76 0.89 0.307
H -2.138 1.606 -0.963 0.00 -1.47 0.17 0.510
H 1.132 3.760 1.083 -0.36 -0.16 -0.47 0.412
H 0.846 6.131 0.405 -0.39 -1.30 -0.35 0.302
H -1.008 5.011 -3.204 0.47 -0.60 0.34 0.372
H 2.435 1.826 0.244 1.73 1.11 0.16 0.701
H 2.813 -2.912 1.633 0.69 1.35 -0.32 0.326
H 5.179 -3.550 2.013 0.16 -0.13 -0.01 0.409
H 6.987 -1.726 2.078 -0.79 -0.15 -0.32 0.343
H 4.210 1.166 0.912 0.93 -1.13 1.07 0.205
H -0.079 -6.500 0.589 -0.09 0.35 -0.49 0.397
H -0.108 -6.473 2.926 0.14 -0.63 0.69 0.472
H -0.525 -4.242 4.233 0.24 0.05 -1.52 0.332


4.
48
Properties=species:S:1:pos:R:3:forces:R:3:mulliken_charge:R:1 method="wB97M-V/def2-TZVPD" lumo_ev=0.152 homo_lumo_gap_ev=9.06 e_tot_ha=-1126.99873 de_lowest_kcal_mol=53.9 total_charge=0
N 4.396 0.358 0.292 -1.96 -1.82 0.02 -0.611
C 3.652 -0.878 -0.091 0.13 1.17 -0.61 0.039
C 2.259 -0.421 -0.494 0.25 -3.24 -0.65 0.316
C 1.303 -1.570 -0.817 -0.76 -0.05 -0.17 -1.076
C 0.914 -1.984 -2.115 -0.54 0.26 0.97 0.059
C -0.128 -2.875 -2.331 0.30 0.02 2.45 -1.093
C -0.732 -3.499 -1.204 0.22 -0.06 -1.00 1.062
O -1.739 -4.387 -1.421 0.20 0.21 -0.81 -0.558
C -0.277 -3.230 0.065 -0.40 -0.53 1.48 -0.609
C 0.671 -2.230 0.228 0.43 0.12 0.80 0.421
C 4.331 -1.826 -1.076 2.03 -0.53 -0.08 0.324
O 5.436 -1.595 -1.521 -1.15 0.00 -0.03 -0.603
O 3.802 -3.076 -1.283 -1.54 0.87 1.21 -0.517
H 5.259 0.036 0.598 2.09 -0.46 0.93 0.269
H 4.610 0.861 -0.522 0.16 0.97 -1.46 0.238
H 3.582 -1.463 0.798 -0.29 -0.51 0.93 0.545
H 2.305 0.255 -1.278 0.24 1.26 -1.74 1.052
H 1.981 0.103 0.343 -1.06 0.91 1.46 -1.448
H 1.360 -1.532 -2.962 0.47 0.45 -0.76 0.525
H -0.500 -3.063 -3.292 -0.34 -0.39 -1.16 0.516
H -2.102 -4.650 -0.582 -0.27 -0.25 0.56 0.275
H -0.672 -3.792 0.994 0.50 1.00 -1.69 0.174
H 0.924 -1.948 1.248 0.10 -0.03 -0.11 0.299
H 2.929 -3.157 -0.777 1.50 0.20 -1.06 0.442
N -3.624 3.796 0.030 0.75 -0.41 -4.84 -0.709
C -3.601 2.656 -0.930 0.19 -0.71 0.72 -0.577
C -3.709 1.195 -0.361 2.18 0.46 -0.38 -0.827
C -2.891 0.963 0.914 1.13 2.49 0.66 -0.982
C -1.292 0.927 0.835 -1.98 2.75 0.95 -0.353
C -0.481 1.931 1.729 0.49 1.43 -3.14 -0.618
N -0.689 3.341 1.281 -0.81 -1.72 0.12 -0.595
C 1.029 1.572 1.710 -0.03 0.78 -0.93 0.344
O 1.896 2.243 1.176 -1.64 -1.86 1.43 -0.534
O 1.192 0.321 2.289 3.68 1.63 -2.35 -0.465
H -4.265 3.587 0.672 -3.54 -0.63 3.24 0.261
H -2.783 3.793 0.504 2.33 0.19 1.16 0.358
H -4.393 2.708 -1.676 0.06 0.50 -0.05 0.362
H -2.643 2.668 -1.433 0.20 0.37 -0.40 0.313
H -3.426 0.506 -1.185 -0.14 0.25 0.44 0.291
H -4.683 0.964 -0.070 -1.93 -0.28 0.20 0.458
H -3.242 1.812 1.589 0.79 -0.87 -0.52 0.265
H -3.196 0.101 1.444 -0.44 -1.21 0.30 0.554
H -0.987 0.001 1.115 0.79 -2.95 0.77 0.394
H -0.991 1.030 -0.158 0.57 0.40 -1.84 0.470
H -0.814 1.808 2.704 -0.80 0.08 2.08 0.637
H -0.115 3.946 1.815 0.58 0.68 0.67 0.262
H -0.365 3.448 0.330 0.10 -0.19 -0.19 0.266
H 0.505 0.248 2.873 -2.87 -0.75 2.42 0.384